1.
The following is a quantum chemistry calculation of a cluster of 11 separate species, C54H124Br3N10O3 in total, from the OMol25 dataset.

Results
⟨S²⟩: 0.75
total charge: +6
LUMO level (alpha / beta): -10.97 / -13.36 eV
multiplicity: 2

Positions of all 194 atoms, in Å:
C (2.4371, -4.0397, 5.0934)
C (1.4337, -5.1552, 5.3262)
N (0.6735, -5.3369, 4.1339)
C (0.0032, -4.3160, 3.4914)
C (-0.5288, -4.8603, 2.3396)
N (-0.0113, -6.1547, 2.3025)
C (0.8181, -6.4200, 3.3648)
C (-0.3426, -7.1062, 1.2689)
H (3.0770, -4.0998, 4.2130)
H (3.1380, -4.0531, 5.9281)
H (1.9901, -3.0680, 4.8832)
H (0.7740, -4.8796, 6.1490)
H (1.8656, -6.1340, 5.5348)
H (-0.0618, -3.3472, 3.9643)
H (-1.2027, -4.5011, 1.5759)
H (1.3587, -7.3421, 3.5196)
H (0.5482, -7.5237, 0.7995)
H (-0.9476, -6.7254, 0.4461)
H (-0.9297, -7.9017, 1.7278)
C (4.8211, 4.7666, 0.8226)
C (4.9631, 3.2364, 0.5821)
N (6.2873, 2.9180, 1.0107)
C (7.5147, 3.1047, 0.3414)
C (8.4876, 2.7776, 1.3080)
N (7.8394, 2.3381, 2.4666)
C (6.5078, 2.3416, 2.2293)
C (8.4044, 2.0039, 3.7047)
H (5.5689, 5.4487, 0.4182)
H (4.8051, 5.0454, 1.8762)
H (3.8737, 4.9497, 0.3156)
H (4.7596, 2.8450, -0.4147)
H (4.1923, 2.7367, 1.1688)
H (7.5840, 3.3567, -0.7065)
H (9.5665, 2.7280, 1.3020)
H (5.7708, 1.9760, 2.9290)
H (8.6699, 2.9412, 4.1935)
H (9.1582, 1.2322, 3.5488)
H (7.5946, 1.6917, 4.3641)
C (-4.3834, 1.4210, 0.3950)
C (-3.6275, 0.1649, 0.2133)
C (-2.0762, 0.3559, 0.1855)
C (-1.1851, -0.9939, -0.0610)
N (0.3496, -0.7351, -0.1262)
C (1.2523, -2.0463, -0.0075)
C (2.3065, -1.6958, 1.0528)
C (2.3173, -0.1926, 1.2856)
C (0.8063, -0.0807, 1.2434)
C (0.8197, -0.0473, -1.4410)
H (-4.1253, 1.8790, 1.3499)
H (-5.4553, 1.3689, 0.2042)
H (-3.9850, 2.1677, -0.2920)
H (-3.9847, -0.2144, -0.7441)
H (-3.9363, -0.6866, 0.8197)
H (-1.8408, 0.8388, 1.1339)
H (-1.8489, 1.0703, -0.6057)
H (-1.2774, -1.6981, -0.8879)
H (-1.3188, -1.4985, 0.8958)
H (1.7407, -2.1661, -0.9746)
H (0.5316, -2.8047, 0.2984)
H (3.3278, -1.9224, 0.7467)
H (2.1270, -2.1827, 2.0114)
H (2.9226, 0.4040, 0.6030)
H (2.6589, 0.2333, 2.2290)
H (0.4593, 0.9424, 1.0984)
H (0.2830, -0.6182, 2.0342)
H (1.8121, 0.3983, -1.3724)
H (0.1360, 0.7490, -1.7349)
H (0.8350, -0.7078, -2.3080)
C (-4.6349, 5.4139, 2.5644)
C (-3.5816, 4.3228, 2.3417)
C (-2.4164, 4.4049, 3.3542)
C (-1.4791, 3.2059, 3.2341)
N (-0.5617, 3.0288, 4.4432)
C (0.1813, 4.3575, 4.5149)
C (1.6266, 4.0112, 4.8651)
C (1.9325, 2.8373, 4.0412)
C (0.5904, 2.0169, 4.1473)
C (-1.2048, 2.7644, 5.8067)
H (-4.9301, 5.2394, 3.5990)
H (-5.5233, 5.3273, 1.9389)
H (-4.2848, 6.4378, 2.4332)
H (-3.1294, 4.4508, 1.3583)
H (-4.2249, 3.4689, 2.5544)
H (-2.8488, 4.5168, 4.3484)
H (-1.7836, 5.2727, 3.1682)
H (-0.9934, 3.1768, 2.2587)
H (-2.1426, 2.3515, 3.3679)
H (-0.3162, 5.2068, 4.9832)
H (0.1721, 4.7140, 3.4849)
H (1.6200, 3.8740, 5.9464)
H (2.1952, 4.8976, 4.5841)
H (2.8884, 2.5326, 4.4674)
H (2.2370, 2.9950, 3.0065)
H (0.7393, 1.4839, 5.0863)
H (0.2128, 1.3415, 3.3796)
H (-1.6325, 3.7032, 6.1588)
H (-0.4694, 2.5810, 6.5900)
H (-1.9898, 2.0431, 5.5797)
C (4.9478, -0.3837, -2.3188)
C (5.1997, -1.9113, -2.3344)
C (6.6641, -2.2744, -1.9953)
C (7.0757, -1.8000, -0.6183)
N (8.5412, -2.3407, -0.0800)
C (9.0227, -1.3605, 1.0335)
C (9.8764, -0.2928, 0.3765)
C (10.6319, -1.1565, -0.6060)
C (9.6632, -2.2178, -1.0760)
C (8.3414, -3.8195, 0.3637)
H (5.0187, 0.0984, -1.3437)
H (3.9232, -0.1508, -2.6085)
H (5.6689, 0.1141, -2.9671)
H (4.8935, -2.2885, -3.3102)
H (4.4639, -2.3519, -1.6617)
H (7.0534, -1.7846, -2.8878)
H (6.8271, -3.3509, -2.0468)
H (6.3677, -2.1577, 0.1292)
H (7.1928, -0.7185, -0.6882)
H (9.6856, -1.8179, 1.7680)
H (8.1281, -0.9261, 1.4795)
H (10.5833, 0.2112, 1.0357)
H (9.3021, 0.4583, -0.1659)
H (11.4477, -1.6566, -0.0840)
H (11.0600, -0.7034, -1.5002)
H (10.1335, -3.1996, -1.0210)
H (9.3156, -2.0769, -2.0994)
H (9.2200, -3.9190, 1.0011)
H (8.3567, -4.4924, -0.4937)
H (7.5163, -3.9212, 1.0687)
C (-9.7903, -0.1993, -0.8648)
N (-9.6117, 1.3359, -0.4067)
C (-10.7418, 1.6197, 0.5557)
C (-8.3163, 1.5880, 0.5044)
C (-9.8102, 2.3449, -1.5545)
C (-8.6710, 2.2398, -2.6301)
O (-7.6086, 2.9972, -2.1560)
H (-10.6801, -0.3330, -1.4800)
H (-9.6471, -0.9795, -0.1172)
H (-8.8618, -0.3936, -1.4017)
H (-10.8066, 2.7049, 0.6347)
H (-10.7280, 1.0812, 1.5033)
H (-11.6933, 1.3800, 0.0810)
H (-8.4929, 1.2438, 1.5234)
H (-8.2192, 2.6728, 0.5478)
H (-7.5358, 1.0510, -0.0347)
H (-9.8662, 3.3106, -1.0521)
H (-10.8184, 2.1007, -1.8891)
H (-9.0513, 2.6762, -3.5538)
H (-8.2953, 1.2426, -2.8593)
H (-6.8384, 2.6501, -2.6121)
C (-4.7746, -4.8763, -3.3151)
N (-4.7075, -3.4696, -2.6199)
C (-4.6602, -3.7139, -1.0281)
C (-3.4692, -2.7752, -3.0058)
C (-6.0218, -2.6586, -2.9559)
C (-6.5819, -2.5593, -4.3168)
O (-5.5670, -2.0797, -5.0942)
H (-5.6178, -5.5198, -3.0643)
H (-3.9099, -5.3884, -2.8931)
H (-4.6741, -4.6516, -4.3770)
H (-5.2535, -3.0309, -0.4202)
H (-3.6956, -3.5556, -0.5459)
H (-4.9261, -4.7103, -0.6752)
H (-3.5963, -1.7868, -2.5641)
H (-3.4395, -2.8718, -4.0911)
H (-2.6305, -3.2547, -2.5011)
H (-5.6775, -1.7145, -2.5338)
H (-6.6877, -2.9640, -2.1488)
H (-7.4222, -1.8746, -4.4313)
H (-6.9673, -3.4929, -4.7267)
H (-5.6697, -1.1261, -5.0544)
C (0.0614, 1.0727, -6.7480)
N (-1.2078, 1.3421, -5.8928)
C (-2.0461, 2.2782, -6.7077)
C (-1.9023, 0.0331, -5.6649)
C (-0.6512, 2.0558, -4.6130)
C (-1.6682, 2.5233, -3.5978)
O (-2.2559, 1.3001, -2.9978)
H (0.7862, 0.4559, -6.2167)
H (0.5440, 2.0404, -6.8848)
H (-0.3345, 0.5720, -7.6315)
H (-1.5108, 3.1923, -6.9645)
H (-2.7829, 2.5886, -5.9668)
H (-2.5602, 1.7611, -7.5180)
H (-2.0747, -0.6257, -6.5160)
H (-2.8596, 0.3419, -5.2452)
H (-1.2507, -0.5134, -4.9830)
H (0.0230, 2.8834, -4.8334)
H (0.0652, 1.3635, -4.1708)
H (-2.3773, 3.2373, -4.0167)
H (-1.2667, 2.9904, -2.6985)
H (-3.2012, 1.4013, -3.1308)
Br (1.3559, -2.4237, -4.4209)
Br (-0.4755, -4.5529, -1.6319)
Br (1.1517, 3.4597, -0.0472)

Forces on atoms 1 to 3 (eV/Å):
C 1.1 0.1 0.1
C 0.6 0.5 0.4
N 0.9 -0.1 -0.9

Atom charges from the Löwdin analysis, given in e for atoms 1 to 4: C -0.066; C -0.156; N -0.084; C -0.012

2.
The following is a quantum chemistry calculation of a cluster of 12 separate species, C54H126N9O21P3 in total, from the OMol25 dataset.

Results
SMILES: CC1(C)CCCC(C)(C)N1O.CC1(C)CCCC(C)(C)N1O.CC1(C)CCCC(C)(C)N1O.COP(=O)(OC)OC.COP(=O)(OC)OC.COP(=O)(OC)OC.CNC(C)=O.CNC(C)=O.CNC(C)=O.CNC(C)=O.CNC(C)=O.CNC(C)=O
total charge: 0
LUMO level: 0.34 eV

Positions of all 213 atoms, in Å:
C (6.7695, 0.5158, -3.9053)
C (6.5452, 0.2690, -2.4390)
C (7.7864, -0.1812, -1.7043)
C (6.0907, 1.6551, -1.9378)
C (5.4160, 1.5986, -0.6013)
C (4.2842, 0.5751, -0.5936)
C (4.6627, -0.8330, -1.1353)
C (5.5289, -1.5294, -0.0728)
C (3.3841, -1.6846, -1.4909)
N (5.3642, -0.6037, -2.3752)
O (5.6142, -1.8573, -2.9926)
H (5.8713, 0.7394, -4.3928)
H (7.3745, 1.4064, -4.1953)
H (7.2099, -0.3298, -4.3627)
H (8.1301, -1.1976, -1.9074)
H (8.5393, 0.4892, -2.0879)
H (7.7219, -0.1104, -0.6169)
H (6.8704, 2.3231, -1.9539)
H (5.4642, 2.1203, -2.7191)
H (6.1483, 1.3006, 0.1238)
H (5.0183, 2.5924, -0.2707)
H (3.4605, 0.9616, -1.1529)
H (3.8136, 0.3798, 0.3567)
H (6.2550, -2.2232, -0.5823)
H (4.8800, -2.0997, 0.6227)
H (6.0444, -0.7276, 0.4752)
H (3.7180, -2.7100, -1.6253)
H (2.9976, -1.2950, -2.4878)
H (2.6143, -1.5388, -0.7211)
H (4.9055, -1.9488, -3.6203)
C (-1.1543, -6.4016, -3.8879)
C (-1.2956, -4.9792, -3.3481)
C (-0.6586, -3.9313, -4.2609)
C (-2.7975, -4.6561, -3.4511)
C (-3.6280, -5.4570, -2.3919)
C (-3.0456, -5.0545, -1.0321)
C (-1.6024, -5.2972, -0.8171)
C (-1.1382, -4.4517, 0.3801)
C (-1.3905, -6.7743, -0.5159)
N (-0.8335, -4.7645, -1.9614)
O (0.5581, -5.1369, -1.9792)
H (-0.1163, -6.6992, -3.7982)
H (-1.8592, -7.1291, -3.4528)
H (-1.3128, -6.2472, -4.9595)
H (-1.0928, -3.9768, -5.2480)
H (-0.7803, -2.9427, -3.8479)
H (0.4377, -4.1980, -4.4534)
H (-2.9775, -3.5672, -3.2692)
H (-3.1572, -4.8288, -4.4578)
H (-4.6900, -5.0901, -2.3948)
H (-3.5095, -6.5198, -2.6193)
H (-3.4858, -5.5625, -0.1359)
H (-3.2887, -3.9729, -0.9371)
H (-1.7973, -4.5073, 1.3151)
H (-1.1262, -3.4026, 0.1090)
H (-0.0889, -4.6458, 0.6898)
H (-0.3777, -7.1413, -0.5919)
H (-1.9985, -7.3724, -1.2032)
H (-1.7422, -6.9770, 0.4836)
H (0.9813, -4.4905, -1.4408)
C (-0.1934, -0.4332, -6.7042)
C (0.3712, 0.2461, -5.4109)
C (-0.8943, 0.6015, -4.6443)
C (1.2773, -0.7423, -4.5673)
C (2.5961, -0.9505, -5.3042)
C (3.2867, 0.3437, -5.4951)
C (2.5120, 1.3889, -6.1866)
C (3.3658, 2.6489, -5.9320)
C (2.5770, 1.0856, -7.7418)
N (1.1791, 1.4490, -5.6267)
O (0.4148, 2.3525, -6.4631)
H (0.4785, -1.1363, -7.2383)
H (-1.1024, -1.0419, -6.5276)
H (-0.5090, 0.2474, -7.4462)
H (-1.5749, 1.3498, -5.0216)
H (-1.4141, -0.3374, -4.5541)
H (-0.5741, 0.9054, -3.6404)
H (1.4308, -0.2748, -3.5746)
H (0.7459, -1.6723, -4.3395)
H (3.2691, -1.5819, -4.7498)
H (2.4612, -1.3969, -6.2745)
H (4.2146, 0.1958, -5.9708)
H (3.5645, 0.6764, -4.4825)
H (4.3797, 2.4427, -6.3176)
H (3.3628, 2.8621, -4.8824)
H (3.0702, 3.5115, -6.4410)
H (3.6005, 1.3157, -8.0762)
H (1.8893, 1.5880, -8.3631)
H (2.4035, -0.0088, -7.9813)
H (0.1984, 3.0587, -5.8241)
C (-0.4476, -0.8101, -1.2263)
O (-1.2869, -0.2593, -0.1562)
P (-0.6135, 0.4713, 1.1325)
O (-0.3857, -0.3561, 2.3381)
O (0.7135, 1.0913, 0.4872)
C (1.5348, 1.7528, 1.5054)
O (-1.4886, 1.7520, 1.3998)
C (-2.4506, 1.7920, 2.5033)
H (-0.0833, -1.7835, -0.9089)
H (0.4452, -0.2435, -1.5394)
H (-1.1349, -1.0111, -1.9720)
H (0.9996, 1.8887, 2.4620)
H (1.8150, 2.7199, 1.0998)
H (2.3899, 1.0612, 1.6317)
H (-2.3326, 2.7732, 3.0113)
H (-2.2537, 0.9987, 3.2479)
H (-3.5234, 1.7504, 2.2466)
C (-7.1169, 3.5305, -0.7040)
O (-6.4918, 2.9008, 0.4542)
P (-6.2531, 1.3631, 0.7803)
O (-5.7348, 1.2026, 2.1687)
O (-7.5522, 0.5969, 0.4134)
C (-8.3359, 0.0000, 1.4378)
O (-5.3903, 0.9436, -0.4954)
C (-4.1095, 1.4633, -0.7599)
H (-6.8663, 2.9719, -1.6531)
H (-6.7971, 4.5440, -0.7958)
H (-8.2271, 3.5250, -0.5653)
H (-9.1844, 0.6590, 1.6866)
H (-7.7111, -0.2416, 2.2895)
H (-8.7652, -0.8997, 1.0646)
H (-4.0483, 1.4733, -1.8436)
H (-3.3412, 0.7945, -0.4016)
H (-3.9365, 2.4493, -0.2696)
C (5.3240, -0.0240, 3.3726)
O (4.4171, 0.8003, 4.1410)
P (4.6288, 0.6430, 5.7159)
O (6.0041, 0.4345, 6.2200)
O (3.7091, 1.8884, 6.2610)
C (4.2649, 3.2080, 6.4064)
O (3.6758, -0.5332, 6.1576)
C (3.8985, -1.3311, 7.3708)
H (4.8565, -1.0109, 3.3969)
H (6.3463, 0.1196, 3.7316)
H (5.1819, 0.3845, 2.4029)
H (5.3311, 3.2410, 6.1263)
H (4.1719, 3.4300, 7.4232)
H (3.7132, 3.9664, 5.8044)
H (4.6776, -2.0177, 7.1961)
H (2.9567, -1.8864, 7.6790)
H (4.0613, -0.8021, 8.2991)
C (-0.2441, 2.6370, 7.8611)
N (-0.4003, 3.1255, 6.5277)
C (-0.0734, 2.3941, 5.3779)
C (0.1967, 0.9348, 5.5893)
O (-0.0071, 2.8835, 4.2618)
H (-0.7765, 3.2169, 8.6223)
H (0.8085, 2.5893, 8.1746)
H (-0.7337, 1.6321, 7.9580)
H (-0.1992, 4.1120, 6.4656)
H (-0.5943, 0.4570, 6.1446)
H (1.0955, 0.7865, 6.2136)
H (0.3558, 0.4335, 4.6256)
C (-4.0989, -0.5407, 4.9657)
N (-4.3446, 0.9744, 5.0653)
C (-3.7286, 1.6040, 6.0961)
C (-3.9508, 3.1369, 6.2810)
O (-2.8580, 1.0543, 6.7702)
H (-3.0400, -0.6976, 4.9188)
H (-4.7675, -0.9012, 4.2020)
H (-4.4905, -1.0293, 5.8870)
H (-5.1283, 1.3904, 4.5877)
H (-4.8082, 3.5270, 5.8314)
H (-3.0700, 3.7095, 5.9606)
H (-4.0473, 3.2900, 7.3725)
C (-1.9028, 4.8369, -3.7186)
N (-0.8342, 4.5423, -2.7999)
C (0.3942, 4.2108, -3.3113)
C (1.5110, 3.9043, -2.2859)
O (0.7184, 4.2640, -4.5304)
H (-1.8700, 5.8370, -4.1163)
H (-2.8701, 4.6368, -3.2611)
H (-1.8589, 4.1231, -4.5774)
H (-1.1069, 4.4790, -1.8419)
H (1.9979, 4.8918, -2.2257)
H (2.2438, 3.2044, -2.6857)
H (1.1974, 3.4472, -1.3732)
C (-0.1673, 4.9562, 1.1686)
N (-1.5491, 5.3128, 1.5488)
C (-2.5603, 4.9595, 0.7526)
C (-3.8624, 5.0517, 1.4450)
O (-2.4022, 4.7420, -0.4433)
H (0.5375, 5.5377, 1.6596)
H (-0.0777, 5.1604, 0.0935)
H (-0.0088, 3.8836, 1.3025)
H (-1.7518, 5.3641, 2.4897)
H (-4.3360, 6.0484, 1.3547)
H (-3.9305, 4.7214, 2.4552)
H (-4.5504, 4.3679, 0.9175)
C (-6.8187, -3.2371, -0.6960)
N (-5.5842, -2.6147, -0.2890)
C (-5.4527, -2.2270, 1.0271)
C (-4.0526, -1.7217, 1.3614)
O (-6.4019, -2.2734, 1.7483)
H (-6.8319, -3.4356, -1.7664)
H (-7.6177, -2.5580, -0.4736)
H (-7.0464, -4.1236, -0.0243)
H (-4.7478, -2.5554, -0.8275)
H (-4.2352, -0.7690, 1.8690)
H (-3.3662, -1.5704, 0.4986)
H (-3.7429, -2.4634, 2.1043)
C (2.3215, -2.4055, 2.0702)
N (1.5587, -2.1702, 3.2971)
C (1.4351, -3.2482, 4.1305)
C (0.3703, -3.1645, 5.2181)
O (1.9744, -4.3160, 3.8753)
H (2.5299, -1.3676, 1.6219)
H (1.7931, -2.9961, 1.3261)
H (3.3203, -2.8571, 2.3317)
H (0.8141, -1.4853, 3.2338)
H (-0.3789, -3.9315, 4.9504)
H (-0.0081, -2.1503, 5.3696)
H (0.9554, -3.5103, 6.1166)

Forces on atoms 1 to 3 (eV/Å):
C 1.8 0.7 -0.5
C -1.1 0.8 0.0
C 0.5 -0.3 0.0

Atom charges from the Löwdin analysis, given in e for atoms 1 to 4: C -0.039; C -0.503; C -0.018; C -0.137